{"formula": "C20H17IIrN3OS3", "method": "ωB97M-V/def2-TZVPD", "s_squared": 0.76, "de_lowest_kcal_mol": 23.4, "total_charge": 1, "homo_ev": [-10.97, -10.88], "multiplicity": 2, "orbital_gap_ha": [0.2403, 0.1759], "species": ["Ir", "N", "C", "C", "C", "C", "C", "C", "C", "C", "C", "C", "C", "C", "H", "H", "H", "H", "H", "H", "H", "H", "H", "H", "S", "C", "N", "C", "O", "C", "S", "S", "H", "H", "H", "I", "C", "C", "C", "C", "C", "N", "H", "H", "H", "H"], "xyz": [[0.0818, -0.0179, 0.9124], [2.1969, 0.0364, 0.8878], [2.9840, 1.1007, 0.2788], [4.2176, 0.7462, -0.2469], [5.0370, 1.7047, -0.8118], [4.6025, 3.0220, -0.8483], [3.3629, 3.3575, -0.3367], [2.5145, 2.4093, 0.2531], [1.1423, 2.8222, 0.6593], [0.9223, 4.1642, 0.9784], [-0.3511, 4.6947, 1.0707], [-1.4437, 3.8950, 0.7774], [-1.2519, 2.5462, 0.5315], [0.0272, 1.9669, 0.5744], [2.5146, -0.8422, 0.4841], [2.4300, -0.0265, 1.8806], [4.5441, -0.2875, -0.2010], [5.9962, 1.4248, -1.2245], [5.2202, 3.7867, -1.2989], [3.0222, 4.3777, -0.4314], [1.7704, 4.8147, 1.1424], [-0.4824, 5.7366, 1.3306], [-2.4449, 4.3057, 0.7799], [-2.1138, 1.9170, 0.3705], [-4.3385, -1.2108, 0.0628], [-2.9231, -0.7272, 0.6083], [-1.8846, -0.3691, 1.0415], [-2.6451, 0.7351, 3.7681], [-2.0211, -0.5209, 4.1111], [-0.7410, -0.7478, 3.9966], [-0.0404, -2.0796, 4.6054], [0.2885, 0.4513, 3.1322], [-2.6196, 1.3769, 4.6469], [-3.6689, 0.4853, 3.5111], [-2.1518, 1.2098, 2.9237], [-0.1923, -0.7287, -1.8163], [-0.0833, -2.4884, -0.6876], [-0.3392, -3.7518, -1.1615], [-0.2286, -4.7957, -0.2481], [0.1345, -4.5276, 1.0616], [0.3677, -3.2177, 1.4434], [0.2564, -2.2103, 0.5706], [-0.6234, -3.9180, -2.1903], [-0.4298, -5.8103, -0.5651], [0.2252, -5.3176, 1.7931], [0.6353, -2.9452, 2.4580]]}